No. 1
C58H40BrCaCl4N6 as an isolated structure, computed with ωB97M-V/def2-TZVPD.

Last column: Mulliken charge in e.
Cartesian coordinates (Å):
Br (-4.485040, -1.848022, -3.497479)  -0.15
Ca (0.132602, 1.036791, -0.008508)  2.18
Cl (8.278572, -3.078715, -3.358636)  -0.25
Cl (2.716484, 6.037426, 6.723290)  -0.25
Cl (-1.018076, -6.325745, -7.171151)  -0.26
Cl (-7.174822, -2.455220, 5.673183)  -0.24
N (0.824204, 1.844763, -2.366910)  0.91
N (-2.283076, 0.628844, -1.093212)  0.69
N (1.586999, -2.307198, -1.817281)  -0.52
N (2.172653, 0.572642, 0.741322)  1.09
N (-1.274620, -2.627073, 0.180975)  -0.08
N (-0.431746, 0.147031, 2.007924)  0.67
C (-5.831861, -1.268401, 3.638376)  -1.04
C (-3.521402, -1.746168, 3.097801)  -0.89
C (-4.763346, 0.745388, -2.337203)  -0.35
C (-4.600355, -2.881205, 4.940793)  -0.99
C (1.369138, 1.793676, 2.652047)  1.62
C (-3.485501, -2.660899, 4.144033)  0.40
C (2.372931, 1.443071, 1.742752)  -0.14
C (2.126363, -1.826345, -0.567703)  -0.10
C (-5.765340, -2.180881, 4.675587)  0.39
C (3.374439, 0.077474, 0.296461)  -0.94
C (4.739366, -2.890861, -1.497492)  -0.20
C (0.113518, 1.075496, 2.837647)  0.48
C (-3.052841, 1.717051, -0.984203)  -0.52
C (1.719564, 5.165814, 4.353457)  -1.03
C (0.324979, -2.558037, -1.512228)  -0.12
C (5.615626, -0.666923, -1.597464)  -0.20
C (-0.053534, -1.983623, -0.178100)  1.60
C (0.044739, -4.521295, -5.436527)  -0.93
C (1.817126, 0.986536, -3.018694)  -1.21
C (1.410566, 4.178743, 3.425124)  0.21
C (0.468349, 5.334640, -1.423007)  -0.65
C (-1.865686, -5.755231, -4.656515)  -1.00
C (2.322066, 4.801822, 5.544174)  0.44
C (4.433397, 0.873844, 0.955012)  -1.55
C (-3.958662, -0.369122, -2.456857)  -0.37
C (-0.983480, 4.328357, 0.683929)  -0.56
C (-0.830636, -4.097198, -3.208841)  0.78
C (1.278766, -1.932574, 0.480249)  -0.96
C (-0.942249, -5.469088, -5.644982)  0.41
C (4.602976, -1.536416, -1.182058)  0.70
C (-1.661358, 0.207599, 3.941454)  -1.57
C (0.540143, 3.984210, -1.087052)  0.53
C (1.695685, 2.837789, 3.674019)  -1.30
C (5.859987, -3.368516, -2.158005)  -0.97
C (3.403890, -1.062810, -0.473897)  1.01
C (-0.679309, 1.136679, 4.048739)  -1.94
C (-0.335667, 6.197231, -0.685772)  -0.77
C (-3.042517, -3.748293, -0.584207)  -1.29
C (-4.298644, 1.810119, -1.584384)  -1.02
C (-4.702878, -1.056139, 2.857255)  0.47
C (2.621417, 3.479267, 5.821828)  -1.00
C (-1.498154, -0.456912, 2.667976)  -0.22
C (-0.185574, 3.410573, -0.020084)  0.65
C (-2.729242, -0.397565, -1.819475)  -0.50
C (-0.752509, -3.358730, -1.957221)  0.29
C (6.747062, -1.132277, -2.251976)  -1.18
C (-3.370448, -3.150988, 0.631043)  -1.34
C (-1.715820, -3.368211, -0.885926)  -0.01
C (2.305628, 2.506369, 4.882040)  0.31
C (0.097918, -3.843214, -4.228623)  -0.56
C (3.828064, 1.703236, 1.830881)  -1.51
C (1.472588, 3.090196, -1.897670)  -1.02
C (-2.318283, -1.498376, 2.231077)  1.32
C (6.861804, -2.484697, -2.520951)  0.43
C (-0.251436, 2.148983, -3.305821)  -1.34
C (-2.291981, -2.370046, 1.103779)  0.33
C (-1.802855, -5.076793, -3.448331)  -0.33
C (-1.067003, 5.687814, 0.380178)  -0.79
H (1.497550, 6.205954, 4.153831)  0.42
H (1.367188, 0.037497, -3.309361)  0.26
H (7.521185, -0.447630, -2.572551)  0.39
H (5.500818, 0.399155, -1.444851)  0.46
H (-4.884582, 2.712131, -1.466969)  0.50
H (-0.362101, -0.953478, -0.381285)  -0.71
H (-2.410432, -0.022838, 4.682824)  0.43
H (-0.391647, 7.248519, -0.943881)  0.35
H (1.043110, 5.717669, -2.262559)  0.36
H (-2.081973, -1.258708, -1.926604)  0.60
H (-2.649409, 2.541739, -0.406728)  0.33
H (-2.622403, -6.509518, -4.829353)  0.40
H (3.947112, -3.577214, -1.226890)  0.46
H (3.095624, 3.219240, 6.758816)  0.41
H (1.452141, -1.591630, 1.482669)  0.28
H (2.628668, 0.766619, -2.325120)  0.10
H (-5.725217, 0.781835, -2.831743)  0.45
H (-4.570103, -3.588965, 5.758125)  0.40
H (1.884865, 3.634410, -2.762489)  0.43
H (2.236124, 1.476542, -3.910905)  0.46
H (-1.570590, 3.974569, 1.533359)  0.37
H (-1.697397, 6.347053, 0.968858)  0.44
H (-3.700299, -4.336238, -1.200493)  0.41
H (-2.568490, -3.204702, 4.336458)  0.48
H (0.942071, 4.446027, 2.484757)  0.26
H (2.534287, 1.466269, 5.084624)  0.50
H (4.309140, 2.374829, 2.527085)  0.62
H (-0.983648, 2.806190, -2.838376)  0.34
H (0.880675, -3.113889, -4.055189)  0.39
H (-4.735418, -0.336296, 2.047096)  0.54
H (-6.749897, -0.728080, 3.449151)  0.41
H (5.953211, -4.419914, -2.395394)  0.42
H (5.497757, 0.732928, 0.843259)  0.64
H (-2.515551, -5.327698, -2.674591)  0.36
H (2.322319, 2.787960, -1.275854)  0.18
H (0.767723, -4.317207, -6.215635)  0.41
H (0.143099, 2.645403, -4.205677)  0.34
H (-0.493184, 1.791992, 4.885698)  0.53
H (-4.321811, -3.233466, 1.132864)  0.51
H (-0.744172, 1.223275, -3.606937)  0.31

Cartesian forces (eV/Å) of the 6 atoms listed first:
Br -0.026 -0.035 -0.042
Ca -0.610 0.481 -0.850
Cl -0.073 0.027 0.046
Cl -0.028 -0.099 -0.088
Cl 0.007 0.041 0.057
Cl 0.074 0.020 -0.061

Energy = -7655.23016 Ha
HOMO energy (alpha / beta) = -0.1304 / -0.1303 Ha
Net charge = -1
LUMO level (alpha / beta) = 1.1 / 1.1 eV

No. 2
C21H38ClInN5O3 as an isolated structure, computed with ωB97M-V/def2-TZVPD.

Last column: Mulliken charge in e.
Cartesian coordinates (Å):
In (-0.521197, 0.852123, -0.148877)  2.19
Cl (1.355192, -0.557858, 1.998313)  -0.17
O (-1.817520, -0.698499, 0.766734)  -0.66
O (0.126638, -0.249179, -1.802165)  -0.90
O (1.240970, -0.997968, -3.551483)  -0.62
N (-1.839677, -1.832497, 2.729132)  0.24
N (-2.180541, 1.084973, -1.714920)  -0.48
N (-0.305178, 3.583480, -1.074658)  -0.22
N (-2.086252, -2.941223, 0.690376)  0.26
N (-2.113809, 2.367026, 0.942437)  -0.48
C (2.524129, -0.500198, -1.610660)  1.07
C (3.318654, 0.643723, -1.605194)  1.27
C (-2.892980, -4.055743, 1.171361)  -1.28
C (2.979595, 1.847230, -2.446207)  -1.73
C (2.083240, -2.888623, -0.959838)  -1.24
C (-1.906289, -1.794094, 1.383014)  0.26
C (0.274841, 4.387997, -1.653519)  0.31
C (0.997364, 5.405770, -2.381513)  -1.13
C (2.914968, -1.637107, -0.896650)  0.85
C (-4.097638, 2.108441, -0.522966)  -0.85
C (-3.565799, 2.114002, 0.906351)  -0.52
C (6.062592, -0.371685, 0.824000)  -1.56
C (4.072770, -1.585296, -0.135059)  -0.98
C (-1.376736, -2.979897, 3.496460)  -1.19
C (-1.894756, -0.597330, 3.495297)  -0.85
C (1.256377, -0.571402, -2.419596)  -0.90
C (-3.601082, 0.928653, -1.353387)  -0.38
C (4.467390, 0.664808, -0.820487)  -0.64
C (-1.866004, -2.927691, -0.750429)  -0.87
C (1.053614, 1.078647, 1.390111)  -0.82
C (4.849081, -0.434755, -0.062990)  0.78
H (1.063881, -2.691707, -0.616115)  -0.01
H (6.386232, -1.368504, 1.118885)  0.38
H (-2.163789, -3.369925, 4.144720)  0.32
H (0.719458, 1.697310, 2.218337)  0.53
H (4.375425, -2.466315, 0.420328)  0.32
H (1.835148, 5.767268, -1.787102)  0.31
H (-1.812936, 2.528351, 1.898705)  0.26
H (-2.295913, -4.956956, 1.319213)  0.35
H (-1.525605, -3.913882, -1.062424)  0.42
H (2.662598, 2.670317, -1.805152)  0.14
H (1.376336, 4.991599, -3.315272)  0.31
H (-3.396461, -3.799602, 2.099081)  0.44
H (-3.822499, 3.046398, -1.018973)  0.32
H (-4.212350, 0.829693, -2.253120)  0.49
H (-2.288892, 0.200238, 2.873470)  0.01
H (-1.019131, -3.768656, 2.843744)  0.40
H (-1.106285, -2.195690, -1.012735)  0.09
H (5.081176, 1.560510, -0.809758)  0.45
H (1.970391, 1.460652, 0.952016)  0.28
H (2.510776, -3.670585, -0.334644)  0.41
H (5.834253, 0.189956, 1.732522)  0.28
H (-2.546131, -0.741966, 4.358242)  0.38
H (6.891073, 0.130078, 0.324215)  0.39
H (-2.787453, -2.694173, -1.293347)  0.33
H (-3.691168, 0.014434, -0.766742)  0.12
H (-1.859379, 0.329339, -2.321314)  0.31
H (2.019659, -3.251223, -1.986586)  0.37
H (3.856671, 2.177253, -3.003487)  0.42
H (-3.659395, -4.276764, 0.426529)  0.40
H (-4.105754, 2.870132, 1.482852)  0.45
H (-1.893160, 3.209763, 0.422378)  0.24
H (-0.899823, -0.315025, 3.844973)  0.34
H (0.325757, 6.234956, -2.601267)  0.38
H (-2.033275, 1.951281, -2.224955)  0.25
H (-0.545905, -2.660561, 4.128132)  0.38
H (-5.186099, 2.071600, -0.481606)  0.39
H (2.184472, 1.624805, -3.158362)  0.41
H (-3.753860, 1.139772, 1.361632)  0.18

Cartesian forces (eV/Å) of the 6 atoms listed first:
In 0.044 0.017 0.629
Cl 0.132 -0.375 0.253
O 0.019 0.363 -0.249
O 0.059 0.206 0.064
O 0.126 0.199 0.035
N -0.066 0.087 0.087

Energy = -1972.70760 Ha
HOMO energy = -0.3872 Ha
Net charge = +1
LUMO level = -2.2 eV

No. 3
C3H3NO2 in the gas phase, computed with ωB97M-V/def2-TZVPD.

Last column: Mulliken charge in e.
Cartesian coordinates (Å):
O (-0.070965, -1.153343, -1.494248)  -0.48
O (-0.488138, 1.385299, 0.851968)  -0.12
N (0.731252, 1.077918, 1.075221)  -0.29
C (0.946954, -0.087460, 0.431393)  -0.24
C (-1.177360, 0.491925, 0.036353)  -0.23
C (-0.159990, -0.358363, -0.257781)  0.45
H (1.862934, -0.724432, 0.585242)  0.29
H (-2.177806, 1.237580, -0.219838)  0.29
H (0.533119, -1.869124, -1.008310)  0.34

Cartesian forces (eV/Å) of the 6 atoms listed first:
O 1.560 -1.869 5.014
O -3.139 1.343 0.175
N 2.915 -2.550 0.690
C 2.957 1.838 3.033
C -0.821 4.654 0.504
C -3.477 -2.542 -6.355

Energy = -321.19511 Ha
HOMO energy = -0.3605 Ha
SMILES = Oc1cnoc1
LUMO level = 0.6 eV

No. 4
C4H8O2 in the gas phase, computed with ωB97M-V/def2-TZVPD.

Last column: Mulliken charge in e.
Cartesian coordinates (Å):
O (-0.237510, 0.111941, 2.165445)  -0.51
O (1.685431, -1.607180, -0.995205)  -0.49
C (0.309061, 0.188457, -0.158752)  0.56
C (-0.814902, 0.076588, 0.871592)  -0.68
C (-0.206300, 0.380440, -1.577983)  -1.42
C (1.223850, -1.014420, -0.047636)  -0.12
H (1.451827, -1.332231, 0.990181)  0.38
H (-1.380648, -0.853175, 0.705679)  0.38
H (-0.711488, -0.496135, 2.740364)  0.32
H (-1.516194, 0.913699, 0.737432)  0.27
H (-0.786649, 1.305120, -1.661675)  0.41
H (-0.845902, -0.457669, -1.877271)  0.32
H (0.625195, 0.421799, -2.285403)  0.36
H (0.912976, 1.056606, 0.148337)  0.23

Cartesian forces (eV/Å) of the 6 atoms listed first:
O -0.077 -0.124 0.223
O -0.198 0.229 0.387
C 0.009 0.022 -0.056
C -0.125 -0.015 -0.326
C -0.037 0.031 -0.071
C 0.138 -0.143 -0.245

Energy = -307.66925 Ha
HOMO energy = -0.3529 Ha
SMILES = C[C@H](C=O)CO
LUMO level = 0.7 eV

No. 5
A 2-piece molecular cluster, CH2O2S overall, computed with ωB97M-V/def2-TZVPD.

Last column: Mulliken spin population.
Cartesian coordinates (Å):
S (-2.629943, -0.295920, 0.450499)  0.33
O (1.366291, -0.020865, 0.295551)  0.06
O (1.133839, 0.806471, -0.820944)  0.00
C (-1.215319, -0.967151, 0.485533)  1.61
H (0.408299, 1.318202, -0.484307)  0.00
H (0.936835, -0.840738, 0.073670)  -0.01

Forces on the atoms, in the same order (eV/Å):
S 0.216 -0.100 -0.026
O 0.635 0.440 0.946
O 0.405 -0.324 -0.504
C -0.209 0.139 0.096
H -0.706 0.710 0.043
H -0.340 -0.866 -0.555

Energy = -587.65337 Ha
<S²> = 2.03
HOMO energy (alpha / beta) = -0.2854 / -0.4146 Ha
Spin multiplicity = 3
LUMO level (alpha / beta) = -1.0 / -3.8 eV

No. 6
A 2-piece molecular cluster, C3H11N overall, computed with ωB97M-V/def2-TZVPD.

Last column: Mulliken charge in e.
Cartesian coordinates (Å):
N (0.539482, 0.589242, 1.534288)  -0.55
C (-0.879620, 0.742339, 1.166062)  -0.15
C (-1.076344, 1.758680, 0.063355)  -1.18
C (1.153990, -2.287179, -1.790890)  -0.98
H (1.072429, 1.438841, 1.348952)  0.20
H (-0.291936, 1.700139, -0.689075)  0.34
H (-1.486767, 1.031371, 2.025823)  0.26
H (1.160175, -1.990231, -0.746222)  0.20
H (2.177090, -2.457947, -2.120139)  0.27
H (-2.065843, 1.664575, -0.374813)  0.33
H (0.400789, -1.727271, -2.337402)  0.22
H (0.774173, -3.316499, -1.898727)  0.27
H (0.655468, 0.335566, 2.502083)  0.20
H (-1.191672, -0.264786, 0.885471)  0.23
H (-0.941407, 2.783158, 0.431235)  0.34

Cartesian forces (eV/Å) of the 6 atoms listed first:
N 0.161 0.520 -0.449
C 0.550 -0.363 0.435
C 0.443 0.418 0.121
C -0.513 -1.757 0.345
H -0.237 -0.244 0.238
H -0.146 -0.527 -0.338

Energy = -175.62473 Ha
HOMO energy = -0.3355 Ha
SMILES = CCN.C
LUMO level = 1.1 eV

No. 7
C4H5NO in the gas phase, computed with ωB97M-V/def2-TZVPD.

Last column: Mulliken charge in e.
Cartesian coordinates (Å):
O (2.155638, -1.175015, 0.246680)  -0.59
N (-0.263956, -1.440702, 0.465513)  -0.37
C (2.064425, 0.022633, -0.104074)  0.00
C (-0.186484, -0.289241, 0.109316)  1.05
C (0.801758, 0.615496, -0.214388)  -0.86
C (-1.785786, -0.055037, 0.091170)  -0.85
H (-2.431299, -0.881176, 0.377798)  0.30
H (0.612884, 1.638226, -0.510983)  0.35
H (-2.003183, 0.219086, -0.940512)  0.28
H (-1.932650, 0.764319, 0.794582)  0.29
H (2.968651, 0.581414, -0.315101)  0.39

Cartesian forces (eV/Å) of the 6 atoms listed first:
O -0.161 0.512 -0.119
N 0.637 -2.219 0.617
C -0.484 -1.767 0.562
C -0.895 1.886 -0.589
C -0.041 1.269 -0.371
C 0.293 0.390 -0.069

Energy = -285.27043 Ha
HOMO energy (alpha / beta) = -0.3180 / -0.3180 Ha
LUMO level (alpha / beta) = -1.2 / -1.2 eV

Going through the records in order, we get relative energy (zero: lowest compared OMol25 entry of this formula, charge and spin) values of 59.1 16.0 114.5 27.1 140.1 11.6 90.5 kcal/mol.